The following is a DFT calculation (ωB97M-V/def2-TZVPD) of a molecular structure, C5H7NO.

Output
Electronic energy = -8829.2641 eV
Charge = 0
Orbital gap (spin up / spin down) = 0.3188 / 0.3188 hartree
E_HOMO (spin up / spin down) = -8.7 / -8.7 eV
Energy above the lowest of the compared OMol25 structures with the same formula, charge and spin = 669.5 kJ/mol

Cartesian coordinates (Å):
O: 2.44603 1.20317 -0.11076
C: 1.64130 0.58206 -0.76482
C: 0.37788 0.02795 -0.16985
C: -0.85220 -0.51244 -0.89786
N: -1.43567 -0.46161 0.49329
C: -0.62148 0.80705 0.69228
C: 0.43913 -1.17610 0.81566
H: 1.80098 0.39958 -1.84914
H: -1.39249 0.17200 -1.55820
H: -0.78675 -1.52124 -1.31360
H: -1.14932 1.65747 0.23827
H: -0.34379 1.03578 1.72276
H: 0.72630 -0.78360 1.80883
H: -0.84992 -1.43007 0.89313

---

The following is a DFT calculation (ωB97M-V/def2-TZVPD) of a molecular structure, C3H4O4Sr in a non-equilibrium geometry.

Output
Electronic energy = -12198.2976 eV
Charge = 0
Orbital gap = 0.2122 hartree
E_HOMO = -7.7 eV
Energy above the lowest of the compared OMol25 structures with the same formula, charge and spin = 242.7 kJ/mol

Cartesian coordinates (Å):
O: 1.22443 0.51711 1.95591
C: -0.30300 0.22039 1.13058
C: 1.16914 1.93638 2.12652
O: -1.30790 -0.23336 1.87264
O: -0.50296 1.49524 0.61444
C: 0.75675 2.20607 0.66122
H: 2.19567 2.30027 2.28344
H: 0.46923 2.28097 2.90499
H: 0.50621 3.26647 0.53041
Sr: -1.65134 -2.22409 0.73626
O: 0.01888 -0.64319 0.14706
H: 1.67339 1.28203 0.41289

---

The following is a DFT calculation (ωB97M-V/def2-TZVPD) of a molecular structure, C23H44LuN2O10P in a non-equilibrium geometry.

Output
Electronic energy = -90906.8925 eV
Charge = +2
Orbital gap = 0.0888 hartree
E_HOMO = -12.2 eV

Cartesian coordinates (Å):
C: 7.80047 -3.06020 -0.33831
C: 7.51808 -1.90515 0.61370
O: 6.11118 -1.84485 0.84070
C: 5.63549 -0.65404 1.41551
C: 4.78874 0.13908 0.42280
O: 3.41281 -0.19282 0.61217
P: 2.29667 0.67749 -0.23168
C: 2.13043 1.97948 1.24508
N: 2.44783 -0.36328 -1.71466
C: 2.89922 -1.48799 -1.64391
O: 3.33642 -2.55352 -1.57989
O: 1.09039 -0.35288 0.43563
C: -0.24192 -0.07620 0.24720
C: -0.76215 0.15669 1.72777
C: -2.25919 -0.19404 1.97414
O: -2.70418 0.43814 3.25392
C: -4.17100 0.45897 3.39560
C: -4.80260 -0.91257 3.35939
C: -0.95561 -1.37980 -0.19095
C: -0.23683 -2.22239 -1.24476
C: 0.48240 -3.39281 -0.55348
N: 1.16447 -4.26418 -1.36680
O: 0.43613 -3.51715 0.64748
C: -0.30502 1.15802 -0.77135
C: -1.20332 0.88588 -1.99525
C: -2.61615 0.99572 -1.42330
O: -3.56148 0.04767 -1.86935
C: -4.63174 0.01074 -1.04945
O: -4.58889 0.55621 0.04517
C: -5.76178 -0.76785 -1.62568
C: -6.88980 -1.03430 -0.62807
C: -0.85252 2.49812 -0.19527
O: -1.11925 3.47423 -1.09414
C: -0.08840 4.50181 -1.27933
C: 0.28286 4.57594 -2.74158
O: 0.97961 1.51973 -1.06691
H: 8.69629 -3.61046 -0.04807
H: 6.94197 -3.73424 -0.33787
H: 7.93013 -2.69946 -1.36032
H: 8.02805 -2.04100 1.57438
H: 7.83363 -0.95309 0.16628
H: 6.45130 -0.03228 1.80546
H: 4.99160 -0.91465 2.26431
H: 5.08879 -0.14603 -0.59287
H: 4.94100 1.21658 0.56463
H: 3.17546 1.59449 -0.84775
H: 2.79039 1.69643 2.06764
H: 1.12101 2.08939 1.65243
H: 2.43049 2.95774 0.85361
H: -0.49945 1.15326 2.14458
H: -0.20885 -0.55782 2.34638
H: -2.35113 -1.26803 2.12990
H: -2.95464 0.05786 1.12749
H: -4.36314 0.95023 4.35353
H: -4.59995 1.08291 2.55545
H: -4.76054 -1.36351 2.36440
H: -4.25600 -1.56636 4.04533
H: -5.85197 -0.83337 3.64514
H: -1.96141 -1.13874 -0.54065
H: -1.01791 -2.04658 0.67522
H: 0.46492 -1.65117 -1.86002
H: -0.96693 -2.66832 -1.93104
H: 0.93150 -5.23661 -1.20108
H: 1.06185 -4.06301 -2.35390
H: -1.03993 1.62898 -2.77703
H: -1.03244 -0.08647 -2.45514
H: -2.53227 0.82455 -0.35605
H: -3.04279 1.99642 -1.56109
H: -5.36319 -1.69227 -2.05240
H: -6.14063 -0.16448 -2.45969
H: -7.74062 -1.47209 -1.15308
H: -7.23372 -0.10462 -0.16824
H: -6.58398 -1.72710 0.15994
H: -0.23914 2.88929 0.63414
H: -1.90046 2.21291 0.23662
H: -0.50776 5.44464 -0.91997
H: 0.78240 4.22511 -0.67837
H: 0.85212 3.69079 -3.03791
H: -0.61865 4.62154 -3.35941
H: 0.87753 5.47094 -2.92946
Lu: -2.68428 2.06978 1.98248

---

Which of these has the highest electronic energy?
C5H7NO